The following is a DFT calculation (ωB97M-V/def2-TZVPD) of a cluster of 5 separate species, C2H13NO5 in total.

Each line ends with the Löwdin spin population.
Geometry (Å):
O -0.43 2.98 0.47  0.327
C -1.35 2.27 -0.11  0.462
C -1.78 0.92 0.51  0.084
N -0.82 0.43 1.48  0.004
H -1.71 2.43 -1.13  0.052
H -2.82 0.94 0.84  0.031
H -1.75 0.26 -0.38  0.017
H 0.02 0.98 1.41  0.000
H -1.15 0.38 2.43  0.001
H -0.09 -1.76 -0.80  0.000
H 0.35 -0.32 -0.99  0.003
O 0.40 -1.19 -1.43  0.004
H 1.54 2.29 0.14  0.003
H 2.09 1.14 -0.83  0.001
O 1.83 1.37 0.07  0.010
H -0.28 -1.77 1.24  0.000
H -1.50 -2.18 0.49  0.000
O -0.63 -2.52 0.72  0.001
H 2.89 -2.91 -1.05  0.000
H 2.15 -1.75 -1.70  0.000
O 3.04 -2.01 -1.37  0.000

Values from the calculation:
HOMO energy (spin up / spin down) ... -0.28 / -3.79 eV
Electronic energy ... -514.929553 Eh
Expectation value of S² ... 0.7538
Energy above the lowest of the compared OMol25 structures with the same formula, charge and spin ... 49.7 kJ/mol
Charge ... -1
Spin multiplicity ... 2
Maximum force ... 1.72 eV/Å

The following is a DFT calculation (ωB97M-V/def2-TZVPD) of a structure of composition C2H4GaO2.

Each line ends with the Mulliken charge.
Geometry (Å):
O -0.05 1.07 0.18  -0.106
H -0.31 1.98 0.39  0.512
O 0.58 -1.36 -0.21  -0.087
Ga 1.59 0.21 -0.12  0.965
H 0.78 -2.29 -0.36  0.508
C -0.78 -1.08 -0.13  0.175
C -1.11 0.20 0.02  0.163
H -1.47 -1.88 -0.41  0.442
H -2.02 0.36 0.62  0.429

Values from the calculation:
HOMO energy (spin up / spin down) ... -28.73 / -27.00 eV
Electronic energy ... -2152.290932 Eh
Charge ... +3
Maximum force ... 5.33 eV/Å

The following is a DFT calculation (ωB97M-V/def2-TZVPD) of a cluster of 2 separate species, C3H11NO2 in total.

Each line ends with the Mulliken charge.
Geometry (Å):
C 0.11 -2.30 1.92  -1.293
C 0.48 -1.03 1.13  0.386
N -0.63 -0.10 1.24  -0.614
C 0.82 -1.41 -0.30  -0.543
O 0.98 -0.21 -1.07  -0.511
H -0.92 -2.57 1.68  0.345
H 0.65 -3.23 1.74  0.353
H 0.12 -2.05 2.98  0.310
H 1.35 -0.61 1.63  0.203
H -1.49 -0.60 1.11  0.234
H -0.46 0.69 0.63  0.246
H 1.63 -2.14 -0.35  0.370
H -0.01 -1.95 -0.78  0.213
H 1.83 -0.12 -1.50  0.301
O -1.37 4.41 -2.36  -0.637
H -1.43 3.48 -2.18  0.313
H -2.19 4.69 -2.79  0.323

Values from the calculation:
HOMO energy ... -9.11 eV
Electronic energy ... -326.113194 Eh
Energy above the lowest of the compared OMol25 structures with the same formula, charge and spin ... 48.0 kJ/mol
Charge ... 0
SMILES string ... C[C@H](N)CO.O
Maximum force ... 1.42 eV/Å

The following is a DFT calculation (ωB97M-V/def2-TZVPD) of a cluster of 2 separate species, C3H10NO in total.

Each line ends with the Mulliken charge.
Geometry (Å):
C 1.00 1.17 0.89  -0.301
O -0.16 0.35 1.23  -0.618
C 1.89 0.45 -0.09  -0.823
H 0.57 2.11 0.48  0.285
H 1.51 1.40 1.83  0.328
H 0.14 -0.51 1.67  0.364
H 1.31 -0.05 -0.90  0.253
H 2.62 1.19 -0.51  0.316
H 2.42 -0.46 0.45  0.273
C -1.56 -1.61 -1.17  -0.081
N -1.38 -0.35 -0.92  -0.110
H -1.49 -2.30 -0.37  0.263
H -1.73 -2.02 -2.14  0.284
H -1.45 0.30 -1.74  0.308
H -0.87 -0.11 -0.02  0.259

Values from the calculation:
HOMO energy ... -15.42 eV
Electronic energy ... -249.999500 Eh
Energy above the lowest of the compared OMol25 structures with the same formula, charge and spin ... 142.6 kJ/mol
Charge ... +1
Maximum force ... 3.81 eV/Å

The following is a DFT calculation (ωB97M-V/def2-TZVPD) of a structure of composition C20H39CdN4SSbSeSi.

Each line ends with the Mulliken charge.
Geometry (Å):
Cd 1.02 -1.30 -0.43  1.469
C 4.20 -3.13 -3.28  -1.522
C 2.98 -2.69 -2.54  0.568
N 2.98 -1.98 -1.48  0.657
N 4.16 -1.63 -0.89  -1.127
C 4.03 -1.54 0.41  0.595
N 5.14 -1.14 1.09  -0.423
S 2.63 -1.88 1.40  -0.560
C 1.64 -3.14 -3.00  0.292
C 1.45 -3.64 -4.29  -0.672
C 0.21 -4.12 -4.65  -0.367
C -0.82 -4.09 -3.73  -0.759
C -0.56 -3.56 -2.47  -0.241
N 0.63 -3.09 -2.12  -0.303
H 5.08 -2.96 -2.66  0.402
H 4.33 -2.55 -4.20  0.331
H 4.14 -4.18 -3.56  0.396
H 6.01 -1.11 0.59  0.241
H 5.15 -1.24 2.09  0.189
H 2.28 -3.66 -4.98  0.377
H 0.04 -4.51 -5.65  0.438
H -1.81 -4.46 -3.96  0.426
H -1.34 -3.51 -1.72  0.503
C -2.35 -0.57 -4.06  -0.875
Si -2.28 0.15 -2.33  0.629
C -3.24 -0.98 -1.18  -0.808
C -3.09 1.83 -2.36  -1.192
Se -0.14 0.53 -1.73  -0.816
H -3.35 -0.49 -4.48  0.377
H -2.07 -1.63 -4.06  0.071
H -1.65 -0.05 -4.73  0.266
H -4.15 -1.32 -1.67  0.431
H -3.52 -0.46 -0.27  0.254
H -2.66 -1.86 -0.90  0.039
H -4.15 1.75 -2.61  0.373
H -2.61 2.48 -3.09  0.302
H -3.00 2.31 -1.38  0.288
C -0.11 0.89 5.15  -1.513
C 0.12 2.04 4.18  0.349
C 1.43 2.75 4.51  -1.491
Sb 0.17 1.30 2.15  0.360
C 0.09 3.16 1.05  0.898
C 1.48 3.50 0.52  -1.424
C -0.52 4.35 1.77  -1.253
C -1.93 0.76 1.98  1.426
C -2.92 1.56 2.82  -1.270
C -2.09 -0.73 2.25  -1.247
H -0.10 1.24 6.18  0.417
H 0.69 0.14 5.05  0.325
H -1.06 0.38 4.98  0.270
H -0.71 2.75 4.25  0.370
H 2.28 2.07 4.40  0.338
H 1.43 3.11 5.54  0.409
H 1.62 3.61 3.86  0.293
H -0.54 2.89 0.20  -0.244
H 2.18 3.72 1.34  0.319
H 1.45 4.39 -0.11  0.428
H 1.91 2.69 -0.07  0.254
H 0.06 4.64 2.65  0.185
H -1.55 4.17 2.10  0.229
H -0.55 5.22 1.11  0.454
H -2.13 0.95 0.92  -0.915
H -2.80 1.34 3.89  0.244
H -3.95 1.29 2.56  0.417
H -2.82 2.63 2.70  0.236
H -1.79 -0.99 3.27  0.333
H -1.48 -1.34 1.57  0.136
H -3.13 -1.05 2.13  0.418

Values from the calculation:
HOMO energy ... -7.43 eV
Electronic energy ... -4501.665438 Eh
Energy above the lowest of the compared OMol25 structures with the same formula, charge and spin ... 25.8 kJ/mol
Charge ... 0
Maximum force ... 0.28 eV/Å

The following is a DFT calculation (ωB97M-V/def2-TZVPD) of a structure of composition C5H5N3.

Each line ends with the Mulliken charge.
Geometry (Å):
C -1.55 0.67 0.17  -0.202
C -0.09 -0.69 -0.27  0.366
C 1.17 -1.43 -0.11  -0.352
C 1.17 1.27 -0.16  -0.158
C -0.06 0.57 -0.02  0.183
H -2.08 1.58 -0.41  0.267
H -1.65 0.80 1.46  0.214
H -2.14 -1.67 0.25  0.286
H 1.06 -2.49 -0.16  0.401
H 0.93 2.42 -0.64  0.232
N -1.49 -0.88 -0.26  -0.446
N 2.35 -0.76 0.26  -0.397
N 2.38 0.61 -0.10  -0.395

Values from the calculation:
HOMO energy ... -9.06 eV
Electronic energy ... -357.578180 Eh
Energy above the lowest of the compared OMol25 structures with the same formula, charge and spin ... 510.5 kJ/mol
Charge ... 0
Maximum force ... 6.17 eV/Å

The following is a DFT calculation (ωB97M-V/def2-TZVPD) of an isolated molecule of C6H4O.

Each line ends with the Mulliken charge.
Geometry (Å):
C -2.83 1.49 1.32  -0.603
C -1.68 0.96 1.20  -0.194
C -0.55 0.43 0.70  0.651
C -0.14 -0.97 0.57  -0.307
C 0.80 -1.02 -0.38  -0.324
C 0.99 0.37 -0.91  -0.303
O 0.33 1.20 0.05  -0.284
H 0.38 0.49 -1.82  0.232
H -0.61 -1.79 1.11  0.415
H 1.30 -1.89 -0.78  0.408
H 2.00 0.72 -1.08  0.309

Values from the calculation:
HOMO energy ... -9.63 eV
Electronic energy ... -306.088674 Eh
Energy above the lowest of the compared OMol25 structures with the same formula, charge and spin ... 322.6 kJ/mol
Charge ... 0
Maximum force ... 0.77 eV/Å

The following is a DFT calculation (ωB97M-V/def2-TZVPD) of an isolated molecule of C3H4INO.

Each line ends with the Mulliken charge.
Geometry (Å):
C -0.89 0.25 0.77  -0.024
C 0.40 0.58 0.25  -0.090
C -1.61 -0.84 0.54  -0.367
N 1.12 -0.62 -1.77  -0.513
O 1.14 0.20 -0.71  -0.062
I -3.36 -1.29 1.85  0.009
H -1.36 0.95 1.57  0.198
H 1.05 1.33 0.86  0.236
H -1.21 -1.62 -0.21  0.395
H 2.03 -0.36 -2.21  0.219

Values from the calculation:
HOMO energy (spin up / spin down) ... -7.93 / -8.90 eV
Electronic energy ... -544.195417 Eh
Energy above the lowest of the compared OMol25 structures with the same formula, charge and spin ... 492.2 kJ/mol
Charge ... 0
Maximum force ... 3.02 eV/Å